Entry 1:
Molecular formula: C11H21NOS
Method: DFT, ωB97M-V with the def2-TZVPD basis set

Calculated values
ΔE to the lowest compared entry with this formula, charge and spin (kcal/mol): 59.8
Gap between HOMO and LUMO (eV): 9.15
Electronic energy (eV): -26117.5234
Structure (SMILES): CC(C)(C)N(C=O)SC1CCCCC1

CARTESIAN COORDINATES (ANGSTROEM)
C (0.070, -2.399, 0.440)
C (-1.117, 2.501, 1.081)
H (2.991, 0.957, 0.658)
H (2.409, 0.501, -0.870)
H (-0.194, -2.976, -1.348)
H (1.265, -2.468, 0.403)
N (0.380, 1.663, 0.652)
H (2.568, 2.637, 1.995)
H (1.746, 3.654, -1.665)
H (-2.251, -4.222, 0.392)
O (-1.488, 3.569, 0.755)
H (-0.375, -0.804, -0.902)
C (-1.904, -3.739, -0.559)
H (-2.618, -0.237, 0.104)
H (0.235, -4.458, -0.275)
H (0.080, 3.769, -1.009)
C (-2.576, -2.336, -0.747)
C (-2.084, -1.271, 0.265)
C (-0.598, -1.077, 0.135)
C (-0.383, -3.551, -0.460)
H (3.511, 1.691, -0.850)
S (0.356, 0.064, 1.242)
C (2.150, 3.177, 1.147)
H (1.422, 3.910, 1.396)
C (2.619, 1.367, -0.297)
H (-1.532, 1.774, 1.708)
H (0.678, 2.178, -1.887)
H (-3.769, -2.360, -0.695)
H (-2.371, -1.608, 1.346)
H (-2.390, -2.029, -1.809)
H (-0.173, -2.731, 1.550)
C (0.946, 3.028, -1.241)
C (1.517, 2.327, 0.055)
H (2.947, 3.846, 0.677)
H (-2.068, -4.347, -1.389)

Forces on atoms 1 to 3 (eV/Å):
2.06 -2.60 3.20
4.24 -0.23 -1.89
0.06 0.07 -0.42

---

Entry 2:
Molecular formula: C11H21NSi
Method: DFT, ωB97M-V with the def2-TZVPD basis set

Calculated values
ΔE to the lowest compared entry with this formula, charge and spin (kcal/mol): 120.8
Gap between HOMO and LUMO (eV): 8.73
Electronic energy (eV): -21111.3985

CARTESIAN COORDINATES (ANGSTROEM)
H (0.184, 0.431, 4.253)
H (-1.295, -1.816, -1.249)
C (1.485, -0.164, 1.471)
H (1.346, -2.073, 4.033)
H (0.415, 1.753, 1.532)
C (2.599, -0.903, 0.685)
H (1.387, -0.028, -2.503)
C (0.949, -0.691, 2.563)
H (2.623, -1.864, 2.892)
H (-3.039, -1.387, -1.621)
C (1.603, -1.978, 3.026)
H (1.743, 1.649, 0.260)
C (-2.399, 1.633, -3.014)
N (-2.604, 1.516, 1.005)
H (0.764, 1.120, -3.406)
H (-1.910, -1.638, -2.927)
H (-0.573, -1.208, 3.939)
H (-1.989, 1.737, -3.987)
H (2.508, -0.431, -0.349)
C (-0.145, -0.217, 3.471)
C (0.466, 0.267, -3.025)
C (0.841, 1.091, 0.763)
H (1.360, -2.828, 2.515)
C (-1.948, -1.225, -1.840)
C (-0.709, 1.555, -0.625)
Si (-1.255, 0.491, -2.155)
C (-1.779, 1.588, 0.232)
H (-0.340, 2.404, -1.091)
H (-2.452, 2.525, -2.481)
H (0.375, -0.314, -3.919)
H (-0.832, 0.375, 2.922)
H (-3.385, 1.236, -3.271)
H (3.504, -0.582, 1.136)
H (2.501, -2.027, 0.767)

Forces on atoms 1 to 3 (eV/Å):
0.66 0.19 0.83
0.43 -0.66 0.64
-2.15 0.64 -2.85

---

Entry 3:
Molecular formula: C11H22AlO6S
Method: DFT, ωB97M-V with the def2-TZVPD basis set

Calculated values
Total charge: -1
Gap between HOMO and LUMO (eV): 6.54
Electronic energy (eV): -41482.1246

CARTESIAN COORDINATES (ANGSTROEM)
O (3.474, -2.184, 4.275)
C (-1.228, 3.170, -0.953)
C (3.127, -1.394, 2.128)
Al (1.790, 2.903, 0.771)
H (-3.186, -2.349, -4.980)
C (-1.713, 2.083, -0.005)
H (2.922, -2.318, 0.208)
C (2.603, -1.126, 4.330)
H (2.162, -0.718, 0.328)
H (-3.373, -0.769, -4.197)
S (-0.919, 4.766, -0.182)
C (-1.149, -1.667, -1.521)
H (3.981, -0.734, 1.953)
H (1.454, 2.421, 2.287)
H (-2.870, -3.440, -2.813)
O (-1.508, -1.913, -2.809)
H (2.842, -3.444, 2.771)
C (-2.877, -2.346, -2.847)
H (3.397, 3.223, 0.623)
H (-0.309, 2.846, -1.443)
H (1.396, -2.105, 1.091)
H (0.725, 5.148, 1.408)
C (-3.404, -1.786, -1.532)
O (2.214, -0.657, 5.349)
C (3.552, -2.624, 2.917)
H (-3.774, -0.764, -1.652)
H (-1.968, 3.392, -1.733)
H (-1.638, 1.092, -0.459)
O (-0.060, -1.394, -1.155)
H (4.564, -2.964, 2.710)
O (-2.237, -1.759, -0.717)
O (2.290, -0.733, 3.093)
H (-2.756, 2.268, 0.275)
C (-3.554, -1.839, -4.092)
H (1.384, 5.316, -0.221)
H (-4.158, -2.403, -1.052)
H (-1.114, 2.049, 0.908)
H (-4.630, -2.008, -4.018)
C (0.785, 4.662, 0.425)
H (1.407, 1.746, -0.325)
C (2.358, -1.648, 0.860)

Forces on atoms 1 to 3 (eV/Å):
-0.04 0.00 0.01
0.02 -0.11 -0.25
0.14 0.04 0.08